(1)
{
  "formula": "FeH16O8",
  "method": "ωB97M-V/def2-TZVPD",
  "species": ["Fe", "O", "H", "H", "O", "H", "H", "O", "H", "H", "O", "H", "H", "O", "H", "H", "O", "H", "H", "O", "H", "H", "O", "H", "H"],
  "xyz": [[12.4254, -1.6623, 7.9297], [14.1202, -3.0308, 8.2672], [14.4129, -3.1172, 9.1745], [14.7634, -3.5253, 7.7594], [12.6225, -1.8470, 9.9967], [13.2180, -1.3547, 10.5618], [12.3348, -2.5840, 10.5355], [13.6903, -0.8638, 6.4291], [13.5954, -0.0490, 5.9358], [14.6188, -1.0837, 6.3532], [11.0388, -0.7331, 6.3446], [10.8993, 0.1873, 6.1218], [10.8121, -1.2103, 5.5465], [11.9716, 0.1953, 8.5399], [12.5006, 0.8518, 8.9931], [11.1596, 0.6518, 8.3196], [14.7926, -0.4578, 8.9193], [15.1952, 0.1591, 8.3081], [15.4947, -0.6839, 9.5294], [10.5358, -2.4154, 8.4754], [9.7134, -2.2482, 8.0150], [10.3969, -3.2525, 8.9184], [12.1172, -3.1061, 6.5878], [11.6172, -3.8734, 6.8662], [12.5499, -3.3820, 5.7798]],
  "atomic_forces_ev_per_a": [[1.0, -0.6, 1.1], [-0.7, 0.8, -0.1], [0.3, -0.1, 1.0], [0.5, -0.5, -0.9], [-0.4, -0.3, -0.5], [0.7, 0.7, 0.6], [-0.5, -0.7, 0.5], [-1.0, -0.6, 0.6], [-0.3, 1.1, -0.6], [1.1, -0.5, -0.2], [1.3, -2.8, 3.9], [-0.9, 6.2, -1.1], [-1.4, -2.9, -4.3], [0.2, -0.4, -0.1], [0.7, 0.6, 0.6], [-1.2, 0.6, -0.4], [-4.4, -1.3, 0.7], [2.0, 3.2, -3.5], [3.3, -1.5, 3.2], [0.7, 0.3, 0.0], [-0.9, 0.3, -0.4], [-0.2, -0.7, 0.7], [-0.2, -0.2, -0.2], [-0.6, -0.7, 0.2], [0.7, 0.1, -0.9]],
  "mulliken_charge": [-0.398, -0.216, 0.290, 0.287, -0.212, 0.249, 0.272, -0.200, 0.282, 0.264, 0.804, -0.161, 0.041, -0.094, 0.230, 0.240, 0.570, 0.055, -0.009, -0.332, 0.305, 0.317, -0.188, 0.304, 0.301],
  "mol_weight_g_mol": 200.0,
  "lumo_energy_ev": [-10.6, -18.5],
  "e_above_lowest_kj_mol": 263.46,
  "s_squared": 24.761,
  "multiplicity": 10,
  "max_force_ev_per_a": 6.36,
  "total_charge": 3,
  "homo_ev": [-15.302, -25.331]
}

=====

(2)
{
  "formula": "FeH26O21S2V",
  "method": "ωB97M-V/def2-TZVPD",
  "species": ["V", "Fe", "S", "O", "O", "O", "O", "S", "O", "O", "O", "O", "O", "H", "H", "O", "H", "H", "O", "H", "H", "O", "H", "H", "O", "H", "H", "O", "H", "H", "O", "H", "H", "O", "H", "H", "O", "H", "H", "O", "H", "H", "O", "H", "H", "O", "H", "H", "O", "H", "H"],
  "xyz": [[-3.5150, 2.7652, 17.2150], [-7.8068, 3.7077, 14.3720], [-9.7915, 3.2027, 16.9199], [-9.5557, 3.9568, 18.1043], [-11.1354, 3.5744, 16.4134], [-8.7889, 3.4337, 15.8880], [-9.8608, 1.7915, 17.2773], [-5.4404, 5.3274, 16.0657], [-6.5009, 4.6684, 15.2630], [-4.8447, 6.2389, 15.1433], [-5.9157, 6.0782, 17.2393], [-4.6399, 4.2114, 16.4504], [-4.5768, 6.2500, 19.5205], [-5.2029, 6.1071, 18.7918], [-4.6044, 7.2166, 19.3900], [-5.7302, 2.0053, 17.2428], [-5.9249, 1.1092, 17.3530], [-6.0817, 2.4922, 18.0175], [-2.9118, 6.5842, 13.5628], [-3.6083, 6.4397, 14.1810], [-3.1992, 6.5911, 12.6294], [-5.5009, 8.7136, 15.3900], [-5.2865, 7.8011, 15.1907], [-6.4641, 8.6779, 15.4324], [-8.8044, 5.4660, 13.9866], [-8.8279, 6.3678, 14.5072], [-8.9736, 5.6929, 13.0376], [-8.3500, 6.3562, 18.2048], [-8.7801, 5.4897, 18.1574], [-7.4346, 6.2561, 17.8934], [-2.6347, 4.6015, 18.5868], [-3.1207, 5.3691, 18.8903], [-1.8547, 4.4985, 19.1496], [-6.7281, 2.0513, 14.7836], [-7.0349, 1.1469, 14.7011], [-6.1812, 2.1055, 15.6412], [-6.8191, 3.9493, 12.6394], [-6.9784, 4.5277, 11.9110], [-6.5074, 3.1034, 12.2921], [-6.3316, 6.7167, 13.0207], [-5.7028, 6.5345, 13.7307], [-5.8234, 6.4846, 12.2624], [-1.9667, 4.2001, 15.8271], [-1.2408, 4.6409, 16.2813], [-2.2927, 4.9388, 15.4198], [-3.6280, 1.5745, 15.3926], [-2.8887, 1.1065, 15.0896], [-3.7665, 2.2301, 14.6673], [-5.6278, 8.3868, 18.0498], [-5.6083, 7.4405, 17.7451], [-5.3166, 8.7713, 17.2388]],
  "atomic_forces_ev_per_a": [[0.2, 2.3, -0.7], [-1.3, 0.4, -1.0], [-1.8, -1.2, 1.0], [0.5, 0.9, 0.9], [-0.1, -0.2, -0.3], [-0.3, -0.3, 0.6], [0.0, -0.4, -0.7], [-5.1, 1.0, -0.6], [1.4, 1.7, 2.1], [2.3, 0.6, -0.4], [0.4, -2.6, -1.6], [3.3, -2.6, 1.5], [0.3, 0.4, -0.5], [0.0, -1.0, 0.4], [0.4, 0.4, 0.7], [1.6, 2.3, 1.0], [-0.7, -2.5, 0.7], [-0.4, -0.2, -0.5], [2.0, 0.0, -1.7], [-1.1, 0.0, 0.1], [0.0, 0.0, 1.1], [-0.5, 0.7, -0.3], [0.4, 0.1, 0.0], [0.0, 0.4, 0.1], [-1.0, 3.1, -0.3], [0.2, -2.7, -1.4], [0.1, 0.1, 1.4], [0.1, 0.3, -0.1], [0.3, 0.3, 0.1], [-1.0, 0.0, 0.3], [1.1, -2.4, -0.8], [-1.4, 1.2, 0.7], [-0.3, 0.2, 0.0], [1.9, -1.0, 0.9], [-0.2, -0.3, 0.0], [-1.4, 0.2, -1.5], [0.6, -1.5, -0.3], [-0.2, 0.8, -0.7], [0.0, 0.1, -0.2], [-0.6, 0.1, 0.0], [-0.3, 0.0, 0.3], [0.5, 0.1, -1.2], [1.7, -3.2, 2.1], [0.5, -0.5, 0.4], [-2.3, 3.0, -2.4], [-1.6, 2.0, 0.2], [2.0, -1.5, -0.6], [-0.2, -0.4, 0.6], [0.4, -1.1, 0.9], [-0.4, 2.0, 0.4], [0.3, 1.0, -0.7]],
  "mulliken_charge": [0.788, 0.463, 1.218, -0.690, -0.423, -0.454, -0.536, -0.023, 0.445, -0.905, -0.487, 0.491, -0.821, 0.328, 0.417, -0.464, 0.252, 0.287, -0.727, 0.485, 0.263, -0.794, 0.350, 0.377, -0.423, 0.340, 0.286, -0.689, 0.462, 0.399, -0.502, 0.318, 0.278, -0.442, 0.282, 0.343, -0.429, 0.274, 0.281, -0.588, 0.512, 0.237, -0.516, 0.304, 0.142, -0.585, 0.328, 0.317, -0.775, 0.562, 0.448],
  "mol_weight_g_mol": 533.1,
  "lumo_energy_ev": [-5.1, -5.5],
  "s_squared": 20.023,
  "multiplicity": 9,
  "max_force_ev_per_a": 5.23,
  "total_charge": 1,
  "homo_ev": [-11.753, -11.749]
}

=====

(3)
{
  "formula": "H10NaO5",
  "method": "ωB97M-V/def2-TZVPD",
  "species": ["Na", "O", "H", "H", "O", "H", "H", "O", "H", "H", "O", "H", "H", "O", "H", "H"],
  "xyz": [[0.0538, -0.0708, -0.2496], [-1.6828, -0.4649, 0.5437], [-2.4991, -0.8516, 0.2269], [-1.9283, 0.4161, 0.8263], [0.4275, 1.2853, -1.5074], [0.1679, 1.5119, -2.4004], [0.9284, 2.0423, -1.2036], [-0.0389, 1.1180, 1.1976], [-0.1436, 0.6434, 2.0223], [-0.3912, 1.9899, 1.3761], [-0.0788, -1.5179, -1.5014], [0.8032, -1.3766, -1.8454], [-0.2521, -2.4459, -1.6592], [1.4255, -1.0119, 1.1179], [2.2582, -0.5416, 1.1583], [0.9502, -0.7258, 1.8980]],
  "atomic_forces_ev_per_a": [[1.0, -1.8, -0.3], [-2.4, -0.7, 0.6], [-0.3, -0.4, 0.0], [-0.3, 0.1, 0.1], [0.5, 1.9, -1.8], [-0.1, 0.0, -0.4], [0.3, 0.4, 0.0], [0.2, 2.9, 2.5], [-0.2, 0.2, 0.5], [0.1, 0.5, 0.2], [-0.2, -1.6, -1.5], [0.4, -0.2, -0.4], [-0.1, -0.3, -0.1], [0.4, -0.5, 0.1], [0.5, 0.0, 0.2], [0.3, -0.5, 0.4]],
  "mulliken_charge": [1.068, -0.617, 0.287, 0.332, -0.595, 0.269, 0.287, -0.612, 0.317, 0.245, -0.591, 0.331, 0.268, -0.639, 0.345, 0.306],
  "mol_weight_g_mol": 113.1,
  "lumo_energy_ev": -3.5,
  "e_above_lowest_kj_mol": 252.90,
  "max_force_ev_per_a": 3.82,
  "total_charge": 1,
  "homo_ev": -15.933
}

=====

(4)
{
  "formula": "H10O4S2",
  "method": "ωB97M-V/def2-TZVPD",
  "species": ["S", "S", "H", "H", "H", "H", "O", "H", "H", "O", "H", "H", "O", "H", "H", "O"],
  "xyz": [[-3.6061, 0.4643, 1.3087], [-1.9996, 1.4232, 0.3463], [-3.2713, -0.7939, 1.1101], [-0.9581, 1.2928, 1.2251], [-4.3385, -0.4032, -1.5428], [-3.1742, -1.2575, -1.8226], [-3.5113, -0.3834, -2.0496], [4.2262, -0.8998, 0.8820], [3.8885, -0.8194, -0.6045], [4.3137, -0.3125, 0.1188], [1.2996, 2.0361, -0.3672], [2.7261, 1.9039, 0.0317], [1.8429, 1.6074, 0.2363], [1.3592, -0.7109, 0.5995], [0.2597, -1.5515, -0.0982], [0.9433, -1.5956, 0.6265]],
  "atomic_forces_ev_per_a": [[0.6, 1.1, 0.1], [0.0, -0.4, 0.2], [0.3, -0.6, -0.2], [-0.7, 0.0, 0.0], [0.1, 0.5, -0.2], [0.4, 0.0, -0.3], [-0.5, -0.5, 0.4], [0.0, 0.2, -0.1], [0.3, 0.5, 0.6], [-0.4, -0.6, -0.5], [-1.6, 1.2, -1.7], [0.6, -0.1, 0.0], [1.0, -1.3, 1.7], [-0.2, -0.3, 0.0], [1.1, 0.0, 1.2], [-0.8, 0.6, -1.2]],
  "mulliken_charge": [-0.204, -0.149, 0.143, 0.191, 0.317, 0.304, -0.608, 0.314, 0.321, -0.639, 0.285, 0.301, -0.580, 0.329, 0.315, -0.640],
  "mol_weight_g_mol": 138.2,
  "smiles": "SS.O.O.O.O",
  "lumo_energy_ev": 0.0,
  "e_above_lowest_kj_mol": 70.13,
  "max_force_ev_per_a": 2.68,
  "homo_ev": -9.518
}

=====

(5)
{
  "formula": "H10O4S2",
  "method": "ωB97M-V/def2-TZVPD",
  "species": ["S", "S", "H", "H", "H", "H", "O", "H", "H", "O", "H", "H", "O", "H", "H", "O"],
  "xyz": [[0.3265, 2.2083, 1.3757], [-1.2206, -2.5399, -0.1486], [-0.2178, 2.4947, 2.5996], [-2.4165, -2.8043, -0.7331], [0.7003, -0.4120, 1.5845], [0.5396, -1.6849, 1.0832], [1.2304, -1.2164, 1.5375], [-1.4310, 1.3986, 0.5058], [-1.9884, -0.1299, 0.3531], [-2.1976, 0.8392, 0.2759], [0.3168, -2.9175, -1.5038], [1.0175, -3.8793, -2.5735], [1.1766, -3.0889, -2.0956], [2.0143, 4.3502, -0.5278], [0.7150, 3.4705, -0.6088], [1.4349, 3.9114, -1.1239]],
  "atomic_forces_ev_per_a": [[-0.4, -0.4, 0.7], [-0.9, 0.3, 0.1], [0.2, -0.1, -0.6], [0.3, 0.1, 0.1], [0.7, 0.8, 0.6], [0.1, -1.3, -0.4], [-0.5, 0.6, 0.0], [0.3, -0.4, -0.3], [0.3, 1.4, 0.2], [-0.4, -1.2, 0.0], [2.8, -0.8, -2.1], [-0.4, -1.2, -0.7], [-2.0, 1.8, 2.4], [0.5, 0.5, 0.9], [1.1, 0.9, -0.5], [-1.6, -1.2, -0.6]],
  "mulliken_charge": [-0.357, -0.432, 0.243, 0.243, 0.296, 0.292, -0.511, 0.261, 0.295, -0.450, 0.364, 0.298, -0.582, 0.310, 0.323, -0.593],
  "mol_weight_g_mol": 138.2,
  "lumo_energy_ev": -6.6,
  "e_above_lowest_kj_mol": 685.15,
  "max_force_ev_per_a": 3.67,
  "homo_ev": -9.666
}

=====

(6)
{
  "formula": "H10O5",
  "method": "ωB97M-V/def2-TZVPD",
  "species": ["O", "H", "H", "O", "H", "H", "O", "H", "H", "O", "H", "H", "O", "H", "H"],
  "xyz": [[0.1536, 0.4569, -3.0286], [-0.0695, -0.3782, -3.4396], [0.0291, 0.3043, -2.0919], [-0.7209, -1.1483, 1.9241], [-0.0777, -1.2771, 2.6213], [-1.3716, -1.8354, 2.0681], [-2.5078, 1.4850, 0.0895], [-1.6338, 1.0953, 0.1103], [-3.1035, 0.7367, 0.0538], [0.1396, 0.0064, -0.3869], [1.0950, 0.0024, -0.4450], [-0.0553, -0.5054, 0.3981], [2.7995, 0.3505, 0.3293], [2.7019, 1.1094, 0.9045], [2.6216, -0.4024, 0.8930]],
  "atomic_forces_ev_per_a": [[0.2, 0.2, -0.8], [0.0, -0.1, -0.1], [-0.3, -0.1, 0.4], [0.1, 0.0, 0.1], [0.2, 0.0, 0.3], [-0.3, -0.2, -0.1], [-0.3, 0.2, 0.1], [0.5, -0.1, -0.2], [-0.2, -0.1, 0.0], [-0.4, 0.1, -0.2], [0.6, 0.4, -0.1], [-0.4, -0.4, 0.4], [0.2, -0.2, -0.2], [0.0, 0.3, 0.1], [0.2, -0.3, 0.2]],
  "mulliken_charge": [-0.643, 0.292, 0.423, -0.640, 0.295, 0.296, -0.621, 0.338, 0.301, -0.807, 0.419, 0.383, -0.697, 0.345, 0.315],
  "mol_weight_g_mol": 90.1,
  "smiles": "O.O.O.O.O",
  "lumo_energy_ev": -0.2,
  "e_above_lowest_kj_mol": 99.70,
  "max_force_ev_per_a": 0.81,
  "homo_ev": -10.409
}

=====

(7)
{
  "formula": "H10O5",
  "method": "ωB97M-V/def2-TZVPD",
  "species": ["O", "H", "H", "O", "H", "H", "O", "H", "H", "O", "H", "H", "O", "H", "H"],
  "xyz": [[2.6419, 1.8902, 1.0545], [2.4359, 1.0902, 0.5895], [1.8489, 1.9542, 1.6015], [-0.3251, 0.0152, -1.4655], [0.1579, 0.6262, -1.9935], [0.3539, -0.4008, -0.9605], [1.5889, -0.9418, 0.3735], [1.9189, -1.8378, 0.4765], [1.4469, -0.5738, 1.3035], [-2.0091, -1.8668, 0.0665], [-1.9251, -1.8098, -0.8795], [-1.9701, -0.9758, 0.2405], [-2.0771, 0.8902, 0.2925], [-2.6981, 1.2422, -0.3715], [-1.3881, 0.6982, -0.3275]],
  "atomic_forces_ev_per_a": [[-0.5, 0.3, 0.6], [0.3, -0.8, -0.9], [0.2, 0.6, 0.2], [-1.0, 0.0, -0.6], [0.4, 0.9, -0.9], [0.9, -1.0, 1.1], [-0.2, 1.2, 1.7], [0.0, -0.1, 0.2], [0.2, -1.1, -1.8], [0.0, -3.3, -0.6], [0.0, -0.6, -0.8], [-0.2, 3.5, 1.5], [-1.5, 0.9, 0.0], [-0.3, 0.0, 0.9], [1.6, -0.4, -0.6]],
  "mulliken_charge": [-0.639, 0.350, 0.320, -0.655, 0.277, 0.389, -0.693, 0.283, 0.337, -0.641, 0.290, 0.368, -0.709, 0.343, 0.383],
  "mol_weight_g_mol": 90.1,
  "smiles": "O.O.O.O.O",
  "lumo_energy_ev": 0.1,
  "e_above_lowest_kj_mol": 115.04,
  "max_force_ev_per_a": 3.81,
  "homo_ev": -10.827
}

=====

In the order shown, the computed calculated total energy values come out to -50979.871; -125157.476; -14810.498; -30022.421; -30016.046; -10399.816; -10399.657 eV.